{"formula": "C58H75GeN7O2RuS2Si", "method": "the ωB97M-V functional and the def2-TZVPD basis", "elements": ["Ru", "S", "N", "C", "C", "C", "C", "C", "N", "C", "C", "N", "C", "C", "C", "C", "C", "N", "H", "H", "H", "H", "H", "H", "C", "C", "C", "C", "Ge", "C", "C", "C", "C", "H", "H", "H", "H", "H", "H", "H", "H", "H", "H", "H", "H", "H", "H", "H", "H", "H", "H", "H", "C", "C", "C", "C", "C", "C", "Si", "C", "C", "C", "C", "C", "C", "H", "H", "H", "H", "H", "H", "H", "H", "H", "H", "H", "C", "C", "C", "C", "C", "C", "C", "S", "C", "O", "H", "H", "H", "H", "H", "H", "H", "H", "H", "H", "C", "C", "C", "C", "C", "C", "C", "C", "C", "C", "C", "C", "N", "H", "H", "H", "H", "H", "H", "H", "H", "H", "H", "H", "H", "H", "H", "H", "H", "H", "C", "N", "C", "C", "C", "N", "C", "C", "O", "H", "H", "H", "H", "H", "H", "H", "H", "H", "H", "H", "H"], "positions_angstrom": [[0.03482, -0.41221, -0.37176], [-4.24290, -4.67947, 4.00473], [-2.71249, -4.24646, 4.29626], [-2.46650, -3.18260, 3.54992], [-1.18168, -2.50145, 3.44165], [-0.05944, -2.80107, 4.19731], [1.12444, -2.13288, 3.93119], [1.16649, -1.24011, 2.86339], [0.10472, -0.94189, 2.12388], [-1.07590, -1.51450, 2.45227], [-2.22151, -1.02921, 1.74271], [-2.02342, 0.11157, 0.97667], [-3.12538, 0.66653, 0.14499], [-4.52135, 0.31594, 0.67380], [-4.62620, -0.97321, 1.39941], [-3.51097, -1.58275, 1.90767], [-3.57698, -2.77371, 2.75928], [-4.64146, -3.54053, 2.92509], [-0.12669, -3.55229, 4.97350], [2.01873, -2.32421, 4.50604], [2.08584, -0.75566, 2.57226], [-2.92758, 0.52677, -0.91580], [-5.26363, 0.40435, -0.12056], [-5.59887, -1.39514, 1.61779], [4.38439, 1.98349, -4.92009], [2.99005, 1.50292, -5.30994], [1.90523, 1.97482, -4.33975], [2.10600, 1.45222, -2.90815], [0.54390, 1.66824, -1.73681], [0.62415, 3.46147, -0.91213], [1.29408, 4.53268, -1.79470], [0.30396, 5.50740, -2.42770], [-0.58223, 4.88022, -3.49826], [5.11908, 1.73221, -5.68513], [4.71838, 1.52997, -3.98561], [4.40036, 3.06793, -4.78852], [2.98215, 0.41452, -5.36310], [2.74823, 1.86517, -6.31265], [0.91892, 1.68707, -4.71270], [1.91939, 3.06852, -4.33848], [2.93531, 1.97760, -2.42236], [2.37090, 0.39143, -2.92197], [-0.72085, 1.73584, -2.63480], [1.13406, 3.39106, 0.04988], [-0.40421, 3.74649, -0.68721], [1.89711, 4.07680, -2.58494], [1.99684, 5.10077, -1.18104], [0.86193, 6.34136, -2.85970], [-0.32348, 5.93287, -1.63793], [0.01074, 4.54938, -4.35295], [-1.32490, 5.58977, -3.86276], [-1.11831, 4.00721, -3.11690], [-5.71216, 3.58527, 0.58201], [-5.70594, 2.53335, 1.39479], [-4.50960, 1.64454, 1.52486], [-3.22208, 2.11953, 0.76079], [-3.38765, 3.29125, -0.13891], [-4.53261, 3.96464, -0.21783], [-1.61800, 1.72255, 1.65501], [-1.33349, 1.89012, 3.45875], [-0.46994, 2.91084, 3.86820], [-0.22498, 3.12523, 5.21766], [-0.82824, 2.31239, 6.16727], [-1.67913, 1.28665, 5.77420], [-1.93291, 1.07927, 4.42746], [-6.60021, 4.19777, 0.49980], [-6.58342, 2.28294, 1.97917], [-4.33088, 1.41473, 2.57919], [-2.53537, 3.58990, -0.74077], [-4.61270, 4.82203, -0.87255], [-0.46890, 2.24887, 0.92602], [0.02537, 3.53214, 3.13004], [0.44353, 3.91818, 5.52642], [-0.63605, 2.47815, 7.21918], [-2.14521, 0.65337, 6.51739], [-2.59654, 0.27342, 4.13130], [4.77728, 5.17863, 5.40626], [4.37005, 4.34980, 4.21863], [3.34825, 3.41029, 4.31810], [2.95313, 2.65757, 3.22120], [3.59712, 2.85408, 2.01204], [4.60460, 3.80003, 1.87442], [4.99162, 4.53258, 2.98302], [3.11100, 1.89095, 0.60518], [4.38918, 0.64290, 0.63023], [1.83264, 1.20256, 1.03717], [4.44003, 4.72820, 6.33815], [4.34491, 6.17881, 5.34399], [5.85958, 5.29393, 5.45258], [2.84831, 3.26615, 5.26849], [2.13880, 1.94773, 3.28960], [5.07961, 3.96522, 0.91492], [5.78107, 5.26773, 2.88801], [4.45222, 0.21309, 1.62939], [5.33330, 1.10650, 0.34813], [4.10368, -0.10650, -0.10528], [-0.85955, -0.80550, -3.73811], [-0.35513, -2.17599, -4.15623], [0.74829, -2.00742, -5.20695], [0.19509, -3.09151, -3.08384], [-0.02026, -4.45019, -3.28102], [0.73494, -5.41765, -2.63303], [1.77753, -5.00722, -1.81473], [1.98077, -3.67062, -1.51383], [3.18345, -3.31119, -0.66327], [4.11965, -2.36634, -1.42294], [2.84710, -2.78362, 0.72942], [1.09147, -2.69485, -2.04919], [1.11725, -1.45244, -1.48853], [-1.35896, -0.31628, -4.57649], [-0.01440, -0.18164, -3.45510], [-1.54518, -0.84461, -2.89428], [-1.17044, -2.73144, -4.62818], [1.61518, -1.52543, -4.75316], [0.40262, -1.38402, -6.03320], [1.06937, -2.96928, -5.60812], [-0.73979, -4.75161, -4.03355], [0.56197, -6.46924, -2.82022], [2.44122, -5.74494, -1.37867], [3.71687, -4.25374, -0.51973], [3.59816, -1.45095, -1.71492], [4.49359, -2.83778, -2.33180], [4.97869, -2.09625, -0.80537], [2.24067, -1.87681, 0.67444], [3.76606, -2.55229, 1.27315], [2.29732, -3.52755, 1.31098], [-0.39031, -4.04914, 0.63605], [-1.67678, -4.16421, -0.02478], [-2.24689, -5.50611, 0.00262], [-3.72967, -5.45857, -0.28187], [-3.93018, -4.69001, -1.56879], [-3.33886, -3.36492, -1.44036], [-3.97465, -2.30471, -2.19585], [-2.19936, -3.13943, -0.73482], [-1.67822, -2.01011, -0.69580], [-0.50603, -4.21010, 1.71420], [0.04773, -3.06884, 0.45604], [0.29214, -4.80460, 0.24511], [-2.04774, -5.92688, 0.99046], [-1.73183, -6.13600, -0.73273], [-4.24664, -4.94476, 0.53291], [-4.13372, -6.46687, -0.36498], [-4.98988, -4.55873, -1.78796], [-3.48326, -5.22617, -2.41382], [-5.03156, -2.24490, -1.92637], [-3.90043, -2.49099, -3.27017], [-3.49990, -1.35809, -1.97157]], "forces_ev_per_angstrom": [[-0.3, -0.2, -0.2], [0.0, 0.1, 0.0], [0.0, 0.1, -0.1], [0.2, 0.0, 0.0], [-0.2, -0.1, 0.2], [0.1, 0.0, 0.0], [0.0, 0.0, 0.0], [-0.2, 0.0, 0.0], [0.1, -0.2, 0.1], [-0.1, 0.2, -0.3], [-0.1, 0.0, 0.1], [0.6, 0.2, -0.2], [0.0, 0.1, 0.1], [0.0, 0.0, 0.0], [-0.1, 0.0, -0.1], [0.0, -0.2, 0.2], [-0.1, 0.1, -0.1], [0.1, 0.1, 0.0], [0.0, 0.0, 0.0], [0.0, 0.0, 0.0], [0.1, 0.1, 0.0], [0.0, 0.0, -0.1], [0.0, 0.0, 0.0], [0.0, 0.0, 0.0], [0.0, 0.0, 0.0], [0.0, 0.1, 0.1], [0.1, 0.0, 0.1], [0.2, 0.0, -0.1], [-0.3, -0.1, -0.2], [0.1, 0.0, 0.2], [0.0, 0.0, 0.0], [0.0, 0.0, 0.0], [0.0, 0.0, 0.0], [0.0, 0.0, 0.0], [0.0, 0.0, 0.0], [0.0, 0.0, 0.0], [0.0, -0.2, 0.0], [0.0, 0.0, 0.0], [0.0, -0.1, 0.0], [-0.1, 0.0, 0.0], [0.0, -0.1, -0.1], [0.0, 0.0, 0.0], [-0.1, 0.0, 0.0], [-0.1, 0.1, -0.1], [0.0, 0.1, 0.0], [0.0, 0.1, 0.1], [0.0, 0.0, 0.0], [0.0, 0.0, 0.0], [0.0, 0.0, 0.0], [0.0, 0.0, 0.0], [0.0, 0.0, 0.0], [0.0, 0.0, 0.0], [0.1, 0.1, -0.1], [0.1, -0.1, 0.0], [0.0, 0.0, -0.1], [-0.1, -0.1, 0.0], [0.0, -0.1, 0.0], [-0.2, 0.0, 0.1], [0.0, 0.2, -0.4], [0.0, -0.1, 0.2], [0.0, -0.1, 0.1], [0.0, 0.0, 0.0], [0.0, 0.0, 0.0], [0.0, 0.0, 0.0], [0.0, 0.1, 0.0], [0.0, 0.0, 0.0], [0.0, 0.0, 0.0], [0.0, 0.0, 0.0], [0.0, 0.0, 0.0], [0.0, 0.0, 0.0], [0.1, 0.1, 0.1], [0.0, 0.0, 0.0], [0.0, 0.0, 0.0], [0.0, 0.0, 0.0], [0.0, 0.0, 0.0], [0.0, 0.0, 0.0], [0.0, 0.0, 0.0], [0.0, 0.0, 0.0], [0.0, 0.0, 0.0], [0.0, 0.1, 0.0], [0.1, 0.0, 0.1], [0.0, 0.0, 0.1], [0.0, 0.0, 0.0], [-0.4, -0.1, -0.1], [0.0, 0.0, 0.2], [0.4, -0.3, -0.1], [0.0, 0.0, 0.0], [0.0, 0.0, 0.0], [0.0, 0.0, 0.0], [0.0, 0.0, 0.0], [0.0, -0.1, 0.0], [0.0, 0.0, 0.0], [0.0, 0.0, 0.0], [0.0, 0.0, 0.0], [0.0, 0.0, 0.0], [0.0, 0.0, 0.0], [0.1, 0.0, 0.0], [-0.2, 0.0, 0.1], [0.0, 0.0, -0.1], [-0.1, -0.1, 0.0], [0.2, 0.0, -0.1], [0.0, 0.1, 0.0], [0.0, -0.1, 0.0], [0.1, -0.2, -0.1], [0.0, 0.0, 0.0], [0.0, 0.0, 0.0], [-0.1, 0.0, 0.0], [0.1, 0.2, 0.1], [-0.2, 0.4, 0.3], [0.0, 0.0, 0.0], [0.0, -0.1, -0.1], [0.0, 0.0, 0.0], [-0.1, 0.1, 0.0], [0.1, 0.1, 0.0], [0.0, 0.0, 0.0], [0.0, 0.0, 0.0], [0.0, 0.0, 0.0], [0.0, 0.0, 0.0], [0.0, 0.0, 0.0], [0.1, 0.0, 0.0], [0.0, 0.0, 0.0], [0.0, 0.0, 0.0], [0.0, 0.0, 0.0], [0.2, -0.1, -0.1], [0.0, 0.0, 0.0], [0.0, 0.0, 0.0], [0.0, 0.0, 0.1], [0.1, -0.3, 0.2], [0.0, 0.0, 0.0], [0.0, 0.0, 0.0], [0.0, 0.0, 0.0], [0.0, 0.1, 0.0], [0.0, 0.0, 0.0], [-0.1, -0.2, 0.1], [0.1, 0.5, -0.3], [0.0, 0.0, -0.2], [-0.1, -0.2, 0.1], [-0.1, 0.0, 0.0], [0.0, 0.0, 0.0], [0.0, 0.0, 0.0], [0.0, 0.0, 0.0], [0.0, 0.0, 0.0], [0.0, 0.0, 0.0], [0.0, 0.0, 0.0], [0.0, 0.0, 0.0], [0.0, 0.0, 0.0], [0.0, 0.0, 0.0]], "lowdin_charge": [1.116, 1.013, -0.207, -0.309, -0.118, 0.017, -0.019, -0.135, 0.076, -0.208, -0.184, -0.113, -0.208, -0.165, 0.064, -0.113, -0.302, -0.211, 0.127, 0.113, 0.090, 0.129, 0.158, 0.123, -0.108, -0.263, -0.289, -0.367, 0.835, -0.373, -0.264, -0.262, -0.104, 0.071, 0.063, 0.076, 0.091, 0.109, 0.093, 0.084, 0.047, 0.038, -0.026, 0.006, 0.025, 0.074, 0.107, 0.107, 0.106, 0.068, 0.073, 0.040, -0.074, -0.048, -0.173, -0.292, -0.057, -0.068, 0.768, -0.253, -0.105, -0.079, -0.067, -0.066, -0.084, 0.103, 0.112, 0.135, 0.088, 0.103, -0.007, 0.102, 0.103, 0.109, 0.109, 0.099, -0.041, -0.258, -0.029, -0.065, -0.391, -0.070, -0.029, 0.917, -0.206, -0.629, 0.078, 0.089, 0.084, 0.108, 0.096, 0.116, 0.121, 0.070, 0.069, 0.020, -0.104, -0.360, -0.041, -0.146, -0.047, -0.071, -0.056, -0.166, -0.353, -0.060, -0.078, -0.272, -0.046, 0.095, -0.014, 0.037, 0.127, 0.072, 0.087, 0.087, 0.116, 0.107, 0.118, 0.129, 0.050, 0.089, 0.077, 0.024, 0.087, 0.079, -0.020, -0.034, -0.141, -0.140, -0.141, -0.057, -0.019, -0.458, -0.085, 0.094, 0.057, 0.090, 0.128, 0.126, 0.105, 0.125, 0.126, 0.131, 0.096, 0.099, 0.059], "total_energy_ev": -164527.5641, "e_lumo_ev": [-2.47, -3.40], "s_squared": 8.859, "charge": 1, "gap_ev": [6.6, 6.7], "de_lowest_kcal_mol": 37.99, "spin_multiplicity": 6}